1.
# C30H54Br10N2O3

10 unconnected molecules or ions with the total composition C30H54Br10N2O3 in a non-equilibrium geometry (ωB97M-V/def2-TZVPD, the Open Molecules 2025 dataset).

Output
Maximum force, eV Å⁻¹: 3.59
Calculated total energy, Eh: -27250.70643
HOMO, Ha: -0.28796
SMILES: c1cc[nH]c1.c1cc[nH]c1.C1CCOC1.C1CCOC1.C1CCOC1.BrCCBr.BrCCBr.BrCCBr.BrCCBr.BrCCBr
Total charge: 0
Gap between HOMO and LUMO, eV: 7.966

Cartesian coordinates (Å):
C: -4.60 -4.67 1.69
C: -4.31 -3.21 2.03
C: -4.64 -3.05 3.48
O: -5.03 -4.31 3.96
C: -5.34 -5.13 2.92
H: -3.72 -5.32 1.71
H: -5.17 -4.86 0.78
H: -4.86 -2.62 1.29
H: -3.30 -2.89 1.79
H: -5.56 -2.48 3.61
H: -3.86 -2.58 4.07
H: -6.39 -5.21 2.62
H: -4.99 -6.15 3.10
C: 0.44 0.06 1.06
C: 0.06 -1.40 1.44
C: 0.71 -2.14 0.37
O: 0.36 -1.34 -0.78
C: 0.45 0.06 -0.44
H: 1.48 0.18 1.36
H: -0.29 0.69 1.57
H: -1.02 -1.49 1.46
H: 0.39 -1.64 2.45
H: 0.24 -3.13 0.38
H: 1.79 -2.24 0.33
H: -0.40 0.63 -0.80
H: 1.39 0.46 -0.83
C: -0.43 5.04 -0.61
C: -0.27 3.78 0.09
C: -1.35 4.02 1.13
O: -2.45 4.52 0.34
C: -1.89 5.31 -0.65
H: -0.02 4.91 -1.61
H: 0.28 5.73 -0.15
H: 0.76 3.70 0.44
H: -0.47 2.89 -0.51
H: -1.06 4.65 1.97
H: -1.73 3.10 1.57
H: -2.07 6.38 -0.53
H: -2.26 5.00 -1.63
Br: -2.71 -1.43 -0.77
C: -3.36 -1.38 -2.60
C: -2.32 -1.89 -3.62
Br: -3.00 -1.77 -5.49
H: -3.75 -0.39 -2.84
H: -4.13 -2.15 -2.59
H: -1.82 -2.86 -3.55
H: -1.44 -1.24 -3.55
Br: 3.01 2.79 -1.72
C: 4.89 2.97 -2.14
C: 5.04 2.46 -3.52
Br: 4.22 3.79 -4.82
H: 5.43 2.32 -1.45
H: 5.17 4.01 -2.01
H: 4.66 1.44 -3.59
H: 6.05 2.31 -3.88
Br: -3.94 1.17 1.72
C: -3.67 0.85 3.65
C: -2.52 1.76 4.11
Br: -2.72 1.82 6.13
H: -3.64 -0.17 4.03
H: -4.67 1.15 3.98
H: -2.62 2.80 3.77
H: -1.51 1.43 3.92
Br: 1.11 -3.13 -4.44
C: 1.53 -3.73 -2.58
C: 2.79 -4.62 -2.68
Br: 3.18 -5.45 -0.89
H: 0.59 -4.14 -2.20
H: 1.92 -2.86 -2.06
H: 3.74 -4.15 -2.93
H: 2.64 -5.45 -3.37
Br: -0.04 -0.91 5.17
C: 0.51 0.65 6.29
C: 2.03 0.49 6.64
Br: 2.44 1.11 8.47
H: -0.14 0.55 7.15
H: 0.33 1.62 5.82
H: 2.62 1.01 5.89
H: 2.44 -0.52 6.52
N: 0.70 2.41 -3.94
C: -0.11 1.29 -3.65
C: -1.41 1.58 -4.21
C: -1.30 2.78 -4.95
C: -0.04 3.29 -4.65
H: 1.64 2.62 -3.64
H: 0.23 0.51 -2.98
H: -2.31 0.99 -4.24
H: -2.10 3.11 -5.60
H: 0.47 4.19 -4.98
N: 6.53 -1.29 -1.41
C: 5.46 -1.26 -2.23
C: 4.40 -0.64 -1.58
C: 4.87 -0.16 -0.32
C: 6.22 -0.64 -0.26
H: 7.39 -1.80 -1.58
H: 5.52 -1.81 -3.16
H: 3.45 -0.44 -2.04
H: 4.32 0.40 0.43
H: 6.90 -0.66 0.58

=====

2.
# C30H55As3N2OPd

A molecular structure, C30H55As3N2OPd in a non-equilibrium geometry (ωB97M-V/def2-TZVPD, the Open Molecules 2025 dataset).

Output
Maximum force, eV Å⁻¹: 3.31
Calculated total energy, Eh: -8195.96050
HOMO, Ha: -0.22782
Energy relative to the best compared isomer or geometry (same formula, charge and spin), kJ/mol: 139.99
Total charge: 0
Gap between HOMO and LUMO, eV: 6.752

Cartesian coordinates (Å):
Pd: -0.70 -1.29 -0.09
C: 3.89 0.09 0.46
As: 2.15 -0.45 -0.15
C: 2.12 0.59 -1.80
C: 2.73 -2.14 -1.12
C: 2.91 -3.51 -0.45
C: 3.41 -3.39 1.02
C: 1.61 -4.29 -0.40
As: -0.20 -3.56 0.14
C: -0.33 -4.29 1.92
C: -1.27 -4.83 -0.84
C: 3.84 -4.41 -1.32
As: 5.82 -4.25 -1.51
C: 6.17 -2.33 -1.04
C: 6.55 -4.93 0.18
H: 4.60 0.20 -0.44
H: 4.22 -0.74 1.04
H: 3.86 1.03 1.03
H: 3.04 0.43 -2.37
H: 2.06 1.56 -1.45
H: 1.29 0.20 -2.39
H: 3.65 -1.88 -1.57
H: 2.04 -2.24 -1.93
H: 2.72 -2.73 1.60
H: 4.43 -2.97 0.93
H: 3.48 -4.38 1.44
H: 1.76 -5.21 0.16
H: 1.40 -4.56 -1.47
H: -0.34 -5.41 1.80
H: -1.21 -4.00 2.44
H: 0.49 -3.97 2.51
H: -1.07 -5.91 -0.60
H: -1.22 -4.75 -1.94
H: -2.28 -4.67 -0.55
H: 3.41 -4.44 -2.30
H: 3.64 -5.42 -0.90
H: 5.56 -1.69 -1.66
H: 7.22 -2.20 -1.36
H: 6.11 -2.07 0.04
H: 6.62 -6.05 0.16
H: 5.96 -4.68 1.02
H: 7.54 -4.48 0.33
C: 2.48 4.98 -0.80
C: 1.22 5.25 0.15
C: 0.25 6.12 -0.54
C: 1.74 6.00 1.39
C: 0.63 3.92 0.59
C: 1.35 3.08 1.41
C: 0.83 1.83 1.75
N: -0.30 1.33 1.26
C: -0.99 2.10 0.48
C: -0.59 3.40 0.16
C: -2.25 1.53 -0.08
C: -3.49 2.09 0.08
C: -4.63 1.54 -0.49
C: -4.41 0.37 -1.19
C: -3.18 -0.22 -1.22
N: -2.15 0.36 -0.65
C: -6.04 2.13 -0.30
C: -6.60 2.65 -1.68
C: -7.03 1.05 0.20
C: -6.15 3.27 0.74
H: 2.67 5.94 -1.17
H: 2.17 4.36 -1.64
H: 3.32 4.54 -0.30
H: 0.66 7.13 -0.66
H: -0.65 6.24 0.02
H: -0.02 5.63 -1.50
H: 2.07 6.98 1.04
H: 2.62 5.58 1.84
H: 0.95 6.11 2.12
H: 2.28 3.38 1.83
H: 1.30 1.23 2.48
H: -1.24 4.03 -0.51
H: -3.62 3.07 0.60
H: -5.28 -0.08 -1.64
H: -3.10 -1.15 -1.71
H: -6.63 1.89 -2.43
H: -6.01 3.53 -2.04
H: -7.63 2.97 -1.59
H: -7.06 0.07 -0.31
H: -7.97 1.54 0.08
H: -6.77 0.93 1.26
H: -5.51 4.13 0.49
H: -6.00 2.93 1.78
H: -7.18 3.63 0.63
C: -3.88 -2.20 2.22
O: -3.45 -2.46 0.90
H: -4.84 -2.68 2.36
H: -3.96 -1.11 2.31
H: -3.11 -2.60 2.91
H: -2.48 -2.31 0.80

=====

3.
# C30H55BBrClF10N6Na2O11P

A molecular structure, C30H55BBrClF10N6Na2O11P in a non-equilibrium geometry (ωB97M-V/def2-TZVPD, the Open Molecules 2025 dataset).

Output
Maximum force, eV Å⁻¹: 6.93
Calculated total energy, Eh: -7055.13070
HOMO, Ha: -0.21646
Total charge: +1
Gap between HOMO and LUMO, eV: 1.291

Cartesian coordinates (Å):
C: 4.73 0.53 0.08
C: 3.99 -0.12 -1.03
N: 2.66 -0.80 -0.64
C: 1.41 -0.25 -0.89
N: 1.19 1.04 -1.61
C: 1.77 2.27 -1.13
O: 2.86 2.70 -2.07
C: 3.66 3.78 -1.48
C: 0.00 1.03 -2.48
C: -1.44 1.49 -1.91
C: -1.53 2.53 -0.68
C: -2.98 2.51 0.15
F: -2.67 3.19 1.46
F: -3.38 1.11 0.55
C: -4.22 3.19 -0.67
F: -5.31 2.14 -0.73
F: -3.93 3.54 -2.08
C: -4.84 4.55 0.03
F: -5.39 4.33 1.39
F: -3.74 5.59 0.14
C: -6.03 5.27 -0.85
F: -5.55 5.99 -2.06
F: -7.16 4.38 -1.20
F: -6.62 6.34 0.05
C: -0.13 -0.50 -3.17
C: -1.47 -0.42 -4.11
C: -1.54 -1.41 -5.39
F: -2.82 -1.07 -6.12
C: 1.15 -0.62 -4.18
P: 1.70 -2.35 -4.72
O: 1.89 -2.31 -6.32
O: 3.26 -2.70 -3.99
O: 0.62 -3.66 -4.34
C: -0.18 -1.65 -1.96
C: -1.53 -2.58 -1.96
O: -2.74 -1.96 -1.41
C: -3.86 -2.92 -1.30
C: -4.44 -2.75 0.25
O: -5.89 -2.39 0.27
C: -6.38 -2.65 1.63
C: -5.79 -1.61 2.77
N: 0.11 -0.97 -0.61
B: 0.01 -1.81 0.58
N: 0.59 -3.24 0.77
O: -0.76 -1.31 1.77
H: 4.27 1.35 0.81
H: 5.85 0.14 0.27
H: 4.31 -0.13 -2.17
H: 2.82 -1.75 -0.19
H: 1.11 3.23 -0.99
H: 2.33 2.10 -0.09
H: 4.28 3.38 -0.58
H: 2.97 4.66 -1.13
H: 4.42 4.17 -2.32
H: 0.24 1.73 -3.43
H: -2.04 1.98 -2.82
H: -2.11 0.55 -1.60
H: -0.70 2.34 0.16
H: -1.33 3.63 -1.10
H: -1.47 0.69 -4.57
H: -2.49 -0.50 -3.54
H: -1.60 -2.55 -5.17
H: -0.69 -1.23 -6.20
H: 2.13 -0.06 -3.80
H: 0.85 -0.02 -5.18
H: 3.18 -3.54 -3.43
H: 0.52 -4.26 -5.16
H: 0.72 -2.43 -2.04
H: -1.82 -2.96 -3.05
H: -1.38 -3.60 -1.35
H: -3.51 -4.04 -1.51
H: -4.70 -2.71 -2.12
H: -4.20 -3.73 0.87
H: -3.84 -1.88 0.79
H: -6.12 -3.78 1.91
H: -7.57 -2.56 1.61
H: -6.55 -1.62 3.66
H: -4.75 -1.96 3.19
H: -5.68 -0.51 2.40
H: 0.93 -3.22 1.78
H: -0.22 -3.91 0.80
H: -1.69 -1.72 1.65
C: 4.04 -6.44 -3.25
O: 3.59 -5.35 -2.97
N: 3.34 -7.37 -3.92
N: 5.29 -6.82 -2.91
H: 3.70 -8.28 -4.16
H: 2.39 -7.13 -4.19
H: 5.85 -6.15 -2.41
H: 5.68 -7.72 -3.14
O: 5.91 1.42 2.52
C: 5.39 1.65 3.60
O: 5.45 0.74 4.60
C: 5.04 0.98 5.96
C: 3.55 0.74 6.12
C: 4.58 2.90 3.82
H: 5.34 1.98 6.29
H: 5.58 0.27 6.58
H: 2.96 1.42 5.50
H: 3.25 0.87 7.16
H: 3.29 -0.28 5.80
H: 3.57 2.74 3.43
H: 5.05 3.72 3.27
H: 4.53 3.22 4.86
C: 0.69 4.10 4.34
C: 0.44 2.72 4.89
O: 1.27 2.16 5.61
C: -0.85 2.05 4.51
H: 1.66 4.46 4.69
H: 0.70 4.07 3.24
H: -0.08 4.78 4.69
H: -0.91 1.92 3.43
H: -1.69 2.64 4.87
H: -0.89 1.06 4.98
Cl: 1.83 -1.22 4.97
Na: 0.03 -0.34 3.50
Br: 1.83 1.76 7.73
Na: -7.17 2.06 -1.22

=====

4.
# C30H55BDyO2P2

A molecular structure, C30H55BDyO2P2 in a non-equilibrium geometry (ωB97M-V/def2-TZVPD, the Open Molecules 2025 dataset).

Output
Maximum force, eV Å⁻¹: 4.13
Multiplicity: 6
Calculated total energy, Eh: -2918.92169
HOMO (alpha / beta), Ha: -0.35051 / -0.35052
Total charge: +1
Gap between HOMO and LUMO (alpha / beta), eV: 6.145 / 6.681

Cartesian coordinates (Å):
Dy: 0.33 1.09 1.43
C: 1.47 0.65 3.62
C: 2.49 1.18 2.77
C: 0.82 2.79 2.96
C: 0.43 1.63 3.75
C: 2.08 2.49 2.34
C: 1.62 -0.56 4.47
H: 2.41 -1.23 4.10
H: 0.70 -1.15 4.49
H: 1.88 -0.31 5.52
C: -0.86 1.49 4.45
H: -0.98 0.50 4.89
H: -1.72 1.67 3.78
H: -0.94 2.23 5.26
C: -0.07 3.92 2.62
H: -0.09 4.63 3.46
H: -1.11 3.61 2.45
H: 0.28 4.48 1.74
C: 2.90 3.45 1.55
H: 3.43 4.14 2.22
H: 2.26 4.04 0.88
H: 3.65 2.93 0.94
C: 3.88 0.66 2.68
H: 4.57 1.13 3.40
H: 4.31 0.83 1.69
H: 3.93 -0.42 2.86
C: -0.19 -1.47 0.41
C: 0.93 -1.75 1.14
C: 2.32 -1.94 0.60
C: 2.76 -1.01 -0.57
C: 2.37 0.44 -0.52
C: 1.22 0.96 -1.06
C: 0.11 0.14 -1.68
C: -0.22 -1.28 -1.10
H: 2.46 -2.97 0.23
H: 2.45 -1.48 -1.52
H: 3.01 -1.84 1.44
H: 0.39 -2.03 -1.64
H: -1.18 -1.53 0.91
H: 0.81 -2.06 2.19
H: -1.26 -1.48 -1.41
H: -0.81 0.75 -1.64
H: 1.09 2.06 -1.14
H: 0.29 -0.02 -2.76
H: 3.87 -1.03 -0.55
H: 3.17 1.12 -0.17
P: -0.38 0.07 -5.77
P: -0.05 2.73 -7.24
C: -0.41 -0.02 -7.65
C: -0.75 1.33 -8.27
H: -1.14 -0.77 -7.96
H: 0.58 -0.36 -7.99
H: -0.35 1.41 -9.29
H: -1.84 1.48 -8.33
C: -0.84 4.06 -8.23
H: -0.40 5.02 -7.93
H: -1.91 4.09 -8.01
H: -0.69 3.91 -9.30
C: 1.57 2.80 -8.13
H: 1.42 2.81 -9.22
H: 2.21 1.96 -7.86
H: 2.06 3.73 -7.84
C: -1.84 -1.03 -5.51
H: -1.94 -1.27 -4.45
H: -1.74 -1.95 -6.10
H: -2.74 -0.50 -5.84
C: 0.96 -1.17 -5.52
H: 1.91 -0.71 -5.83
H: 0.78 -2.07 -6.12
H: 1.02 -1.43 -4.45
C: -1.27 -2.29 6.11
C: -1.90 -2.81 4.82
C: -2.10 -4.30 4.99
O: -0.96 -2.60 3.74
B: -1.35 -1.46 3.07
O: -2.61 -1.02 3.44
C: -3.15 -2.00 4.36
C: -4.15 -2.84 3.58
C: -3.90 -1.27 5.44
H: -0.32 -2.81 6.28
H: -1.92 -2.50 6.96
H: -1.06 -1.21 6.09
H: -1.16 -4.78 5.27
H: -2.82 -4.48 5.80
H: -2.48 -4.77 4.08
H: -4.63 -3.57 4.24
H: -4.94 -2.20 3.18
H: -3.69 -3.38 2.74
H: -3.28 -0.56 6.00
H: -4.74 -0.71 5.01
H: -4.32 -1.99 6.16

=====

5.
# C30H55BO2P2V

A molecular structure, C30H55BO2P2V in a non-equilibrium geometry (ωB97M-V/def2-TZVPD, the Open Molecules 2025 dataset).

Output
Maximum force, eV Å⁻¹: 3.70
Multiplicity: 2
Calculated total energy, Eh: -2977.46967
HOMO (alpha / beta), Ha: -0.45842 / -0.45463
Energy relative to the best compared isomer or geometry (same formula, charge and spin), kJ/mol: 510.54
Total charge: +2
Gap between HOMO and LUMO (alpha / beta), eV: 6.130 / 5.448

Cartesian coordinates (Å):
V: -0.31 -2.17 -2.42
C: 0.02 -3.30 0.49
C: 1.40 -3.47 0.20
C: 1.22 -1.82 1.80
C: -0.09 -2.33 1.54
C: 2.14 -2.54 0.99
C: -1.07 -4.15 -0.07
H: -0.71 -4.76 -0.91
H: -1.98 -3.60 -0.39
H: -1.39 -4.88 0.70
C: -1.30 -2.05 2.35
H: -1.92 -2.96 2.42
H: -1.94 -1.24 1.99
H: -1.02 -1.80 3.38
C: 1.55 -0.87 2.89
H: 1.24 -1.25 3.88
H: 1.05 0.11 2.76
H: 2.63 -0.69 2.95
C: 3.61 -2.37 0.90
H: 4.12 -2.81 1.77
H: 3.92 -1.32 0.83
H: 3.99 -2.89 0.01
C: 2.00 -4.45 -0.75
H: 2.81 -5.03 -0.30
H: 2.41 -3.93 -1.63
H: 1.24 -5.15 -1.14
C: -1.28 -1.02 -3.70
C: -1.56 -2.46 -3.90
C: -0.70 -3.39 -4.68
C: 0.82 -3.07 -4.65
C: 1.34 -2.51 -3.38
C: 1.27 -1.08 -2.93
C: 1.05 -0.03 -3.99
C: -0.36 -0.20 -4.57
H: -1.04 -3.40 -5.73
H: 1.06 -2.48 -5.54
H: -0.86 -4.42 -4.31
H: -0.25 -0.65 -5.57
H: -2.14 -0.42 -3.40
H: -2.63 -2.73 -3.94
H: -0.80 0.80 -4.73
H: 1.19 1.02 -3.65
H: 2.02 -0.78 -2.21
H: 1.80 -0.17 -4.79
H: 1.34 -4.03 -4.81
H: 2.30 -2.96 -3.06
P: -1.65 1.53 -0.30
P: 2.13 1.16 0.16
C: -0.26 2.12 -1.36
C: 1.14 2.43 -0.76
H: -0.61 3.04 -1.85
H: -0.16 1.35 -2.15
H: 1.82 2.71 -1.59
H: 1.05 3.28 -0.07
C: 2.80 2.10 1.57
H: 3.41 1.43 2.19
H: 1.96 2.47 2.18
H: 3.41 2.94 1.22
C: 3.63 0.99 -0.89
H: 3.80 1.93 -1.43
H: 3.52 0.19 -1.62
H: 4.50 0.76 -0.26
C: -3.27 2.12 -0.90
H: -4.05 1.42 -0.58
H: -3.27 2.21 -1.99
H: -3.52 3.11 -0.47
C: -1.52 -0.31 -0.64
H: -1.91 -0.75 0.29
H: -0.48 -0.70 -0.83
H: -2.22 -0.51 -1.48
C: -2.48 2.14 4.76
C: -2.40 2.73 3.36
C: -3.54 3.73 3.26
O: -2.67 1.69 2.39
B: -1.55 1.74 1.60
O: -0.39 2.21 2.20
C: -0.95 3.28 2.99
C: -1.02 4.52 2.11
C: 0.01 3.49 4.14
H: -3.47 1.68 4.90
H: -2.38 2.95 5.50
H: -1.71 1.39 4.94
H: -4.47 3.24 3.58
H: -3.36 4.57 3.94
H: -3.69 4.11 2.25
H: -1.42 5.37 2.67
H: -0.02 4.80 1.77
H: -1.64 4.39 1.21
H: 0.14 2.56 4.71
H: 0.99 3.79 3.74
H: -0.37 4.29 4.79